Record 1
Molecular formula: C39H60GeN5O2P3Ti
Method: DFT, ωB97M-V/def2-TZVPD

The geometry in ORCA input format:
```
! RIJCOSX wB97M-V def2-TZVPD def2/J DEFGRID3
* xyz 1 2
Ge 0.508 -0.187 0.367
Ti -1.660 1.165 -0.435
P -2.172 0.457 1.997
P 0.388 2.584 -1.091
P -1.587 -1.038 -1.986
O -2.959 1.905 -1.811
O -2.770 2.753 0.079
N 0.040 -1.146 1.984
N 0.994 -1.380 -1.079
N 2.489 -1.317 1.074
N 1.872 1.160 0.640
N -3.470 2.726 -0.976
C 0.847 -4.641 2.995
C 2.956 -1.816 -2.528
C -3.723 -0.595 -3.692
C 0.524 2.360 -3.857
C -1.617 -1.366 -4.863
C 0.166 4.392 -1.398
C -2.447 -2.600 -1.486
C -1.830 1.830 3.186
C -2.418 1.641 4.582
C 2.651 -3.703 1.734
C -3.966 0.045 2.192
C 1.966 -2.510 1.669
C 0.156 -1.555 -2.242
C 0.684 -2.362 2.214
C 2.707 1.874 -2.630
C 4.342 -1.898 -2.630
C 4.424 0.288 3.842
C 0.144 -3.443 2.910
C -0.324 2.062 3.253
C 3.189 -1.483 -0.167
C 4.561 -1.539 -0.273
C -0.437 5.073 -0.165
C -1.783 -3.130 -0.219
C 2.086 -4.789 2.395
C -2.191 -0.588 -3.679
C -4.508 -0.511 0.874
C 3.071 -0.375 1.984
C 5.151 -1.739 -1.517
C 2.357 -1.575 -1.290
C 4.184 1.614 3.522
C 2.772 0.957 1.682
C 3.361 1.957 2.454
C 3.863 -0.715 3.058
C -2.503 -3.700 -2.545
C 1.181 1.825 -2.584
C 1.435 5.122 -1.839
C -1.246 -0.994 2.620
C -4.297 -0.910 3.340
C 1.663 2.517 0.217
H -0.103 2.927 3.879
H 0.409 -5.468 3.537
H -4.431 1.020 2.382
H -4.363 0.179 0.034
H -0.784 -3.519 -0.429
H 3.092 2.891 -2.678
H 5.167 -1.424 0.616
H -1.868 0.457 -3.777
H 0.277 5.100 0.658
H -4.021 -1.459 0.632
H -2.026 0.745 5.067
H -1.348 4.588 0.183
H -5.379 -0.954 3.473
H 4.045 -1.759 3.279
H -3.114 -3.431 -3.402
H -2.376 -3.942 0.206
H 3.181 3.001 2.238
H 0.811 1.742 -4.709
H -1.509 -3.974 -2.899
H 5.052 0.032 4.683
H -2.136 2.493 5.202
H -4.143 -0.041 -2.853
H -4.082 -0.124 -4.608
H -0.567 2.356 -3.790
H 3.627 -3.780 1.272
H 2.591 2.949 -0.178
H -3.856 -0.609 4.287
H -2.941 -4.593 -2.097
H 0.098 2.236 2.266
H 2.360 -1.942 -3.420
H -0.573 4.437 -2.206
H 3.049 1.345 -3.522
H 0.909 0.773 -2.482
H 3.147 1.366 -1.771
H 0.160 -2.605 -2.565
H -1.666 -2.353 0.529
H 2.197 5.093 -1.059
H -1.898 -1.859 2.449
H -3.473 -2.292 -1.256
H -0.530 -1.316 -4.908
H 6.226 -1.789 -1.608
H 1.331 3.185 1.025
H 4.634 2.399 4.114
H -0.682 6.107 -0.409
H 1.866 4.715 -2.751
H -0.822 -3.370 3.388
H -1.907 -2.413 -4.847
H -5.579 -0.701 0.951
H -1.999 -0.933 -5.788
H 0.837 3.381 -4.074
H -1.138 -0.907 3.709
H 0.197 1.200 3.678
H 0.516 -0.980 -3.107
H 4.787 -2.083 -3.597
H -3.505 1.587 4.573
H -2.309 2.701 2.721
H -4.117 -1.611 -3.668
H -3.959 -1.922 3.114
H 1.200 6.171 -2.024
H 2.618 -5.727 2.455
*
```

Values from the calculation:
DFT total energy: -160456.558 eV
M: 844.34 g/mol
Expectation value of S²: 0.76
HOMO-LUMO gap (alpha / beta): 6.3 / 6.3 eV
Relative energy (zero: lowest compared OMol25 entry of this formula, charge and spin): 1.5 kcal/mol

---

Record 2
Molecular formula: C39H62F14N20O10S2
Method: DFT, ωB97M-V/def2-TZVPD

The geometry in ORCA input format:
```
! RIJCOSX wB97M-V def2-TZVPD def2/J DEFGRID3
* xyz 0 1
S 0.993 1.029 5.056
S 0.125 2.107 -7.597
F 2.394 4.005 1.353
F 1.950 -0.968 3.493
F 0.771 0.773 2.368
F 1.472 -2.306 -3.064
F 0.203 -0.004 6.167
F 1.875 4.874 -0.821
F 1.355 2.075 6.375
F -1.830 -0.491 4.107
F -0.395 1.987 4.755
F 1.895 2.083 3.990
F 2.399 -0.890 -4.743
F 0.345 3.382 0.252
F 2.495 0.227 5.385
F -0.297 -2.349 4.476
O 7.176 1.956 -2.280
O -2.906 -4.689 5.426
O -11.158 3.228 5.043
O 10.846 -3.946 -0.236
O 7.181 2.848 -7.377
O 6.825 -1.615 -1.110
O -6.199 1.516 -1.491
O 2.296 -6.802 7.223
O -0.030 -6.803 -5.427
O -8.194 1.395 0.845
N 7.325 4.179 -1.949
N 12.107 -4.435 1.566
N -1.514 2.249 -7.007
N 0.537 -4.846 -6.389
N -11.009 5.452 5.374
N 0.848 -5.078 7.141
N -9.845 4.471 3.699
N -9.574 1.275 2.621
N 8.489 3.199 -3.624
N 11.875 -5.946 -0.103
N 0.461 -5.025 -4.134
N 5.800 2.729 -5.601
N 5.015 2.309 -7.681
N -3.350 -5.080 7.600
N -10.360 0.856 0.540
N 8.006 -3.213 -0.049
N -2.314 -3.166 6.978
N 0.761 1.098 -6.319
N 9.020 -1.301 -0.711
N 0.615 -6.828 5.724
C 7.883 -2.017 -0.652
C -4.049 0.232 -2.284
C -5.473 3.651 -0.397
C 4.132 2.028 -0.436
C -3.319 4.683 1.853
C -6.596 2.960 -1.425
C 0.047 -0.236 -3.858
C 11.564 -4.726 0.370
C -6.166 0.601 -3.825
C -1.253 -1.245 -1.459
C -1.615 1.454 -5.704
C -2.741 0.349 -3.267
C 0.725 -0.088 3.587
C 7.634 3.042 -2.597
C -4.295 3.396 2.239
C -10.700 4.315 4.726
C 6.070 2.642 -6.916
C -5.363 2.907 1.093
C -2.882 1.247 -4.670
C 1.511 -0.893 -3.520
C -1.771 -0.716 1.209
C -0.792 -1.666 2.113
C 2.292 0.121 -2.444
C -0.886 -0.321 -0.155
C 2.513 2.351 -0.695
C -0.555 -1.098 3.668
C 1.595 1.408 -1.706
C -3.443 5.434 0.369
C 4.855 0.707 -1.163
C -4.532 4.944 -0.801
C 3.899 -0.191 -2.147
C 0.301 -5.633 -5.323
C 1.787 3.655 0.038
C -5.257 1.294 -2.604
C -9.305 1.188 1.306
C -1.295 -0.394 -2.873
C -2.860 -4.334 6.594
C 1.316 -6.270 6.727
C -0.208 0.695 -5.219
H 7.692 5.083 -2.195
H -6.640 -0.379 -3.340
H -2.333 -1.706 -1.243
H -1.362 -2.702 2.261
H -2.266 -2.857 7.934
H 1.347 -4.624 7.895
H 11.897 -3.527 1.959
H 9.901 -1.615 -0.339
H -4.469 -0.885 -2.304
H 11.487 -6.205 -1.001
H 8.748 2.368 -4.139
H 8.877 4.085 -3.901
H -9.457 5.358 3.422
H -0.516 -2.153 -1.460
H -3.692 0.430 -1.179
H -6.974 1.340 -4.251
H 0.042 -4.624 6.745
H -6.611 3.465 -2.486
H -1.932 -2.575 6.251
H 0.428 -5.265 -7.303
H 0.811 -3.881 -6.324
H -4.631 5.469 -1.842
H -0.196 -6.405 5.303
H -9.586 3.640 3.184
H 4.892 2.562 -5.202
H 0.933 -7.725 5.383
H 4.805 2.720 0.261
H 0.734 -4.062 -4.028
H -5.488 0.231 -4.708
H -7.680 3.088 -0.961
H -3.770 -5.967 7.354
H 12.700 -5.064 2.081
H -2.065 0.309 1.690
H 0.457 1.680 -1.873
H 4.406 -1.114 -2.691
H -2.737 6.350 0.194
H 6.685 4.106 -1.169
H 12.464 -6.602 0.382
H -4.794 2.335 -2.937
H -10.483 1.109 3.020
H 0.294 -5.581 -3.306
H 5.174 2.233 -8.677
H -3.902 1.772 -4.996
H 0.283 -0.363 0.080
H -3.321 -4.804 8.568
H 8.971 -0.394 -1.157
H -2.728 -1.354 0.913
H -8.808 1.523 3.233
H 6.567 2.977 -4.989
H -1.181 0.796 -0.416
H 4.092 2.135 -7.320
H -10.642 6.356 5.128
H -11.283 0.682 0.902
H 7.173 -3.784 0.016
H 0.251 -1.899 1.627
H 6.009 0.447 -1.006
H -6.057 1.995 1.363
H -2.546 5.039 2.690
H -4.239 2.839 3.274
H -10.201 0.780 -0.456
H 8.868 -3.561 0.335
H -11.649 5.378 6.154
*
```

Values from the calculation:
SMILES string: C[C@H](Cc1cc2nsnc2c(C(F)(F)c2cccc(C(F)(F)F)c2)c1CCCCC(F)(F)C(F)(F)S(F)(F)(F)(F)F)OCc1ccccc1.NC(N)=O.NC(N)=O.NC(N)=O.NC(N)=O.NC(N)=O.NC(N)=O.NC(N)=O.NC(N)=O.NC(N)=O
DFT total energy: -151414.102 eV
M: 1301.16 g/mol
HOMO-LUMO gap: 5.9 eV